# C11H10O5

One molecule with the formula C11H10O5 at a distorted geometry (ωB97M-V with the def2-TZVPD basis set, OMol25).

```
26
Properties=species:S:1:pos:R:3:forces:R:3:lowdin_charge:R:1
C -2.0483 -1.7117 -0.5667 -0.2496 -0.0391 -0.2077 -0.01
C -1.4954 -0.3818 -0.1726 -0.7918 0.3878 0.1347 -0.18
C -2.2661 0.6842 0.1314 0.5709 -0.1202 -0.0377 0.04
C -3.7226 0.7481 0.0788 -0.6240 -0.2989 -0.2020 -0.52
O -4.5077 -0.1274 -0.2027 0.0018 0.0153 0.0379 0.09
O -4.1497 1.9880 0.4004 0.0755 0.4964 0.1512 0.09
C -0.0428 -0.2929 -0.0930 0.7406 0.5957 -0.0232 -0.09
C 0.6653 0.8502 -0.2100 -0.4543 -0.8620 0.0720 0.06
C 2.0880 0.9510 -0.1267 0.5901 1.1619 -0.1851 -0.25
C 2.9027 2.0479 -0.3174 -0.6817 -0.6476 0.0970 0.00
C 4.2233 1.6021 -0.1197 0.1749 -0.6176 0.1614 -0.05
C 4.1274 0.2738 0.1785 0.6292 0.6868 -0.1142 -0.09
O 2.8512 -0.1259 0.1788 -0.3182 -0.1629 0.0369 0.05
C 0.6927 -1.5930 0.0665 0.1178 -0.2762 -0.2522 -0.53
O 1.0857 -2.2795 -0.8361 -0.0693 0.0011 -0.0652 0.14
O 0.8363 -1.9201 1.3532 -0.0895 -0.0103 0.6552 0.14
H -1.9335 -2.4124 0.2612 0.0374 -0.0990 0.0573 0.11
H -1.5013 -2.1111 -1.4189 0.0562 -0.0501 -0.0061 0.10
H -3.1036 -1.6341 -0.8054 0.0574 -0.0855 0.0363 0.07
H -1.8169 1.6100 0.4571 0.1415 0.0040 0.0760 0.11
H -5.1178 2.0192 0.3621 0.1426 -0.2818 -0.0680 0.13
H 0.1585 1.7831 -0.4081 -0.0702 0.0431 -0.0468 0.13
H 2.5846 3.0387 -0.5694 -0.1489 0.1927 -0.0558 0.11
H 5.1203 2.1824 -0.1883 0.2197 0.0522 0.0023 0.10
H 4.8733 -0.4636 0.4013 0.0070 -0.1693 0.0336 0.13
H 1.3280 -2.7530 1.4384 -0.0652 0.0834 -0.2880 0.14
```
Positions in Å, forces in eV/Å.

Summary:
orbital gap: 7.78 eV
SMILES: CC(=C\C(=O)O)/C(=C/c1ccco1)C(=O)O
energy relative to the best compared isomer or geometry (same formula, charge and spin): 1.259 eV
HOMO: -8.24 eV
net charge: 0
strongest force on any atom: 0.026 Eh/bohr
total energy: -21806.0580 eV